Entry 1:
The following is a quantum chemistry calculation of an isolated ion of composition C32H38N5 and charge +1 at a distorted geometry, from the OMol25 dataset.

Calculated total energy = -1515.71258 Ha
SMILES = CN(C)C(NC(c1ccc(N(C)c2ccccc2)cc1)c1ccc(N(C)c2ccccc2)cc1)=[N+](C)C
E_LUMO = -2.19 eV
Kohn-Sham gap = 7.236 eV
Maximum force = 0.0480 Eh/bohr
Charge = +1

Last column: Löwdin charge in e.
CARTESIAN COORDINATES (ANGSTROEM)
C (4.570, 2.192, -3.024)  -0.05
N (4.247, 2.548, -1.645)  -0.08
C (4.483, 3.883, -1.267)  -0.22
C (4.329, 4.893, -2.243)  -0.03
C (4.630, 6.221, -1.947)  -0.08
C (5.128, 6.561, -0.685)  -0.09
C (5.299, 5.568, 0.287)  -0.08
C (4.979, 4.236, 0.005)  -0.04
C (3.551, 1.621, -0.884)  -0.19
C (3.074, 1.900, 0.416)  -0.01
C (2.338, 0.956, 1.143)  -0.03
C (1.919, -0.225, 0.524)  -0.17
C (0.860, -1.164, 1.093)  -0.24
C (-0.127, -1.452, -0.025)  -0.25
C (-0.012, -2.577, -0.847)  -0.07
C (-0.999, -2.886, -1.774)  0.00
C (-2.081, -1.995, -1.968)  -0.19
N (-3.154, -2.333, -2.793)  -0.08
C (-2.948, -3.223, -3.931)  -0.04
C (-4.410, -1.729, -2.664)  -0.22
C (-5.277, -1.654, -3.777)  -0.03
C (-6.506, -1.003, -3.670)  -0.08
C (-6.908, -0.438, -2.451)  -0.09
C (-6.083, -0.558, -1.325)  -0.08
C (-4.859, -1.221, -1.423)  -0.05
C (-2.043, -0.747, -1.303)  -0.02
C (-1.101, -0.495, -0.312)  -0.01
C (2.467, -0.547, -0.726)  -0.02
C (3.222, 0.364, -1.445)  0.00
H (5.123, 1.245, -3.059)  0.09
H (3.662, 2.108, -3.640)  0.10
H (5.211, 2.968, -3.450)  0.09
H (3.973, 4.625, -3.240)  0.11
H (4.476, 6.981, -2.713)  0.11
H (5.382, 7.599, -0.461)  0.10
H (5.685, 5.824, 1.273)  0.10
H (5.137, 3.463, 0.759)  0.11
H (3.239, 2.868, 0.879)  0.09
H (2.100, 1.191, 2.184)  0.10
H (1.383, -2.085, 1.395)  0.15
H (0.853, -3.237, -0.722)  0.13
H (-0.925, -3.827, -2.319)  0.10
H (-3.855, -3.811, -4.114)  0.10
H (-2.713, -2.663, -4.851)  0.10
H (-2.127, -3.914, -3.735)  0.07
H (-4.969, -2.082, -4.734)  0.10
H (-7.148, -0.933, -4.551)  0.11
H (-7.865, 0.080, -2.378)  0.10
H (-6.389, -0.129, -0.369)  0.10
H (-4.235, -1.313, -0.533)  0.10
H (-2.771, 0.036, -1.519)  0.12
H (-1.131, 0.449, 0.241)  0.13
H (2.247, -1.518, -1.171)  0.11
H (3.516, 0.112, -2.462)  0.10
C (-2.114, -2.777, 4.095)  -0.02
N (-0.993, -2.453, 3.198)  -0.09
C (-0.841, -3.394, 2.099)  -0.01
C (-0.440, -1.231, 3.249)  -0.24
N (0.194, -0.608, 2.219)  0.15
N (-0.565, -0.540, 4.418)  -0.15
C (-0.285, -1.199, 5.702)  -0.03
C (-0.409, 0.917, 4.457)  -0.03
H (-2.644, -1.871, 4.419)  0.11
H (-2.804, -3.410, 3.528)  0.10
H (-1.774, -3.340, 4.976)  0.10
H (-1.424, -3.082, 1.221)  0.10
H (0.210, -3.561, 1.835)  0.10
H (-1.258, -4.345, 2.447)  0.10
H (0.452, 0.335, 2.482)  0.09
H (0.132, -2.205, 5.565)  0.10
H (0.457, -0.595, 6.244)  0.10
H (-1.191, -1.258, 6.321)  0.10
H (-0.847, 1.398, 3.572)  0.11
H (-0.955, 1.273, 5.340)  0.11
H (0.649, 1.212, 4.562)  0.10

Entry 2:
The following is a quantum chemistry calculation of C23H43F6N3O6PS4Ti as an isolated structure at a distorted geometry, from the OMol25 dataset.

Calculated total energy = -4900.81152 Ha
ΔE to the lowest compared entry with this formula, charge and spin = 73.08 kcal per mole
E_LUMO (spin up / spin down) = 4.11 / 4.11 eV
Kohn-Sham gap (spin up / spin down) = 5.749 / 5.753 eV
2S+1 = 2
Maximum force = 0.0324 Eh/bohr
Charge = -2

Last column: Löwdin charge in e.
CARTESIAN COORDINATES (ANGSTROEM)
Ti (0.858, 0.848, 0.129)  0.36
C (2.605, -0.385, 1.242)  -0.14
C (3.089, 0.921, 0.981)  -0.21
C (3.151, 1.038, -0.466)  -0.18
C (2.708, -0.203, -0.994)  -0.07
C (2.376, -1.089, 0.043)  -0.26
C (2.233, -2.598, -0.028)  -0.55
C (1.523, -3.047, -1.306)  -0.05
C (3.657, -3.176, -0.016)  -0.05
C (1.471, -3.163, 1.173)  -0.07
C (3.689, 2.141, -1.391)  -0.51
C (5.195, 2.321, -1.147)  -0.05
C (3.526, 1.717, -2.858)  -0.06
C (2.962, 3.488, -1.265)  -0.05
C (3.704, 1.698, 2.156)  -0.52
C (5.119, 1.134, 2.373)  -0.04
C (2.887, 1.441, 3.432)  -0.07
C (3.789, 3.220, 2.020)  -0.07
H (2.515, -0.829, 2.218)  0.10
H (2.677, -0.441, -2.044)  0.11
H (1.935, -2.568, -2.194)  0.07
H (0.458, -2.815, -1.266)  0.09
H (1.632, -4.130, -1.424)  0.08
H (4.215, -2.851, -0.897)  0.08
H (3.623, -4.271, -0.012)  0.08
H (4.201, -2.841, 0.870)  0.08
H (0.528, -2.642, 1.329)  0.02
H (2.053, -3.085, 2.096)  0.08
H (1.256, -4.222, 1.003)  0.08
H (5.723, 1.383, -1.342)  0.09
H (5.429, 2.626, -0.131)  0.04
H (5.588, 3.082, -1.828)  0.08
H (4.073, 0.797, -3.079)  0.08
H (3.932, 2.507, -3.496)  0.09
H (2.478, 1.580, -3.131)  0.07
H (2.909, 3.857, -0.247)  0.04
H (1.937, 3.400, -1.627)  0.06
H (3.477, 4.228, -1.888)  0.08
H (5.074, 0.061, 2.577)  0.08
H (5.594, 1.629, 3.227)  0.08
H (5.752, 1.278, 1.496)  0.07
H (2.948, 0.405, 3.769)  0.08
H (1.836, 1.690, 3.267)  0.03
H (3.269, 2.073, 4.239)  0.08
H (4.395, 3.547, 1.179)  0.05
H (4.247, 3.618, 2.931)  0.08
H (2.791, 3.646, 1.919)  0.03
C (-1.233, 1.598, 6.589)  -0.10
C (-0.787, 0.952, 5.289)  -0.40
O (-1.713, 1.240, 4.273)  -0.39
P (-0.984, 1.531, 2.714)  0.42
S (0.416, 2.809, 1.052)  0.29
S (-0.516, -0.294, 1.769)  0.34
O (-2.456, 1.854, 2.055)  -0.43
C (-2.975, 3.161, 2.272)  -0.34
C (-4.086, 3.392, 1.273)  -0.08
H (-0.487, 1.449, 7.376)  0.06
H (-2.180, 1.173, 6.926)  0.06
H (-1.375, 2.670, 6.440)  0.07
H (-0.697, -0.135, 5.423)  0.11
H (0.214, 1.321, 5.019)  0.08
H (-2.177, 3.900, 2.134)  0.09
H (-3.341, 3.232, 3.303)  0.10
H (-3.699, 3.291, 0.260)  0.06
H (-4.503, 4.395, 1.400)  0.07
H (-4.882, 2.657, 1.411)  0.08
N (-3.561, -0.395, -0.132)  -0.09
N (-2.653, -1.141, -0.975)  -0.09
H (-3.273, 0.582, -0.148)  0.01
H (-3.373, -0.701, 0.815)  0.02
H (-1.698, -0.954, -0.665)  -0.02
H (-2.717, -0.721, -1.897)  0.03
F (-1.850, 5.616, -3.061)  0.10
C (-1.129, 4.570, -3.473)  -0.49
F (-1.489, 4.246, -4.704)  0.11
F (0.155, 4.904, -3.466)  0.10
S (-1.001, 2.189, -2.119)  0.72
O (0.237, 1.269, -1.597)  -0.61
O (-2.054, 2.205, -1.110)  -0.47
N (-1.674, 1.313, -3.348)  -0.38
S (-0.868, 0.880, -4.606)  0.51
O (-1.735, 0.764, -5.751)  -0.32
O (0.415, 1.529, -4.786)  -0.33
C (-0.407, -0.891, -4.332)  -0.66
F (-1.426, -1.710, -4.636)  0.11
F (0.632, -1.228, -5.125)  0.10
F (-0.051, -1.146, -3.071)  0.10

Entry 3:
The following is a quantum chemistry calculation of a 3-piece molecular cluster, C5H11NO2 overall at a distorted geometry, from the OMol25 dataset.

Calculated total energy = -402.30161 Ha
SMILES = Cc1cc[nH]c1.O.O
ΔE to the lowest compared entry with this formula, charge and spin = 48.02 kcal per mole
E_LUMO = 0.64 eV
Kohn-Sham gap = 9.281 eV
Maximum force = 0.1113 Eh/bohr

Last column: Löwdin charge in e.
CARTESIAN COORDINATES (ANGSTROEM)
C (0.209, -0.154, 1.575)  -0.07
C (-0.042, 0.157, 0.131)  -0.27
C (-1.091, 0.011, -0.728)  -0.09
N (-0.824, 0.468, -2.026)  0.04
C (0.541, 0.606, -2.136)  -0.11
C (1.069, 0.386, -0.843)  -0.08
H (-0.621, -0.124, 2.313)  0.05
H (0.588, -1.297, 1.762)  0.12
H (0.979, 0.475, 1.959)  0.06
H (-2.076, -0.328, -0.392)  0.12
H (-1.424, 0.451, -2.744)  0.09
H (0.941, 0.948, -3.087)  0.11
H (2.084, 0.571, -0.549)  0.09
H (2.128, -2.287, 0.144)  0.03
H (1.747, -1.761, -1.341)  0.02
O (2.374, -2.295, -0.804)  -0.09
H (-2.276, 0.599, 2.248)  0.02
H (-1.740, 2.035, 2.249)  0.03
O (-2.565, 1.537, 2.270)  -0.07

Entry 4:
The following is a quantum chemistry calculation of an isolated molecule of C4H8O2, from the OMol25 dataset.

Calculated total energy = -307.54413 Ha
ΔE to the lowest compared entry with this formula, charge and spin = 105.61 kcal per mole
E_LUMO = 0.92 eV
Kohn-Sham gap = 9.696 eV
Maximum force = 0.0085 Eh/bohr

Last column: Löwdin charge in e.
CARTESIAN COORDINATES (ANGSTROEM)
C (1.613, -0.383, 0.618)  -0.04
C (0.138, -0.035, 0.733)  -0.42
O (-0.033, 1.368, 0.686)  -0.10
C (-0.732, -0.551, -0.421)  -0.29
C (-1.889, 0.324, -0.672)  0.04
O (-0.497, 0.324, -1.583)  -0.01
H (2.030, -0.050, -0.339)  0.08
H (2.174, 0.110, 1.417)  0.08
H (1.766, -1.465, 0.705)  0.08
H (-0.269, -0.448, 1.670)  0.15
H (-0.029, 1.093, -1.168)  0.13
H (-0.644, -1.598, -0.712)  0.15
H (-1.015, 1.429, 0.422)  0.06
H (-2.614, -0.120, -1.357)  0.05

Entry 5:
The following is a quantum chemistry calculation of a 2-piece molecular cluster, C2H2N2 overall at a distorted geometry, from the OMol25 dataset.

Calculated total energy = -186.82515 Ha
ΔE to the lowest compared entry with this formula, charge and spin = 32.61 kcal per mole
E_LUMO = -0.26 eV
Kohn-Sham gap = 10.516 eV
Maximum force = 0.1159 Eh/bohr

Last column: Löwdin charge in e.
CARTESIAN COORDINATES (ANGSTROEM)
C (2.283, -0.124, 0.039)  -0.24
C (0.876, -0.278, -0.009)  -0.30
N (3.368, 0.160, -0.028)  0.18
N (0.132, -1.264, 0.023)  0.10
H (0.266, 1.066, 0.047)  0.20
H (-0.790, -1.010, -0.275)  0.06

Entry 6:
The following is a quantum chemistry calculation of an isolated molecule of H4N2, from the OMol25 dataset.

Calculated total energy = -111.86518 Ha
SMILES = NN
ΔE to the lowest compared entry with this formula, charge and spin = 0.00 kcal per mole
E_LUMO = 1.33 eV
Kohn-Sham gap = 11.031 eV
Maximum force = 0.0112 Eh/bohr

Last column: Löwdin charge in e.
CARTESIAN COORDINATES (ANGSTROEM)
H (-1.057, 0.719, 0.320)  0.06
H (-1.135, -0.522, -0.751)  0.05
H (1.135, -0.408, 0.815)  0.05
H (1.058, 0.661, -0.418)  0.06
N (-0.704, -0.218, 0.118)  -0.11
N (0.703, -0.232, -0.084)  -0.11